No. 1
This record from the OMol25 dataset describes a structure of composition C43H36BClN2O6PSn. The level of theory is ωB97M-V/def2-TZVPD.

Structure (ORCA input):
```
! RIJCOSX wB97M-V def2-TZVPD def2/J DEFGRID3
* xyz -1 1
Sn 1.495 0.980 -0.443
O 0.141 2.778 -1.986
C -0.503 2.638 -3.161
C -0.264 3.534 -4.205
C -0.916 3.405 -5.419
C -1.830 2.369 -5.615
C -2.061 1.480 -4.582
C -1.395 1.590 -3.358
C -1.723 0.624 -2.315
N -0.895 0.254 -1.436
N -1.323 -0.539 -0.422
C 0.707 -1.987 -0.699
O 1.638 -1.039 -0.281
C 1.204 -3.396 -0.342
C 0.419 -4.520 -0.587
C 0.883 -5.788 -0.274
C 2.150 -5.952 0.275
C 2.944 -4.838 0.500
C 2.474 -3.566 0.193
H 0.433 4.342 -4.023
H -0.722 4.119 -6.211
H -2.356 2.262 -6.555
H -2.769 0.668 -4.713
H -2.732 0.205 -2.321
H -0.561 -4.403 -1.034
H 0.256 -6.651 -0.464
H 2.512 -6.942 0.526
H 3.931 -4.952 0.932
H 3.074 -2.688 0.389
C -1.806 -1.090 4.681
C -1.910 -2.431 3.999
C -2.588 -3.471 4.627
C -2.704 -4.723 4.039
C -2.127 -4.956 2.800
C -1.441 -3.929 2.165
C -1.327 -2.666 2.741
P -0.484 -1.254 1.924
C -0.574 -1.646 0.076
C -2.016 -1.831 -0.416
C -2.417 -2.551 -1.637
C -1.716 -2.731 -2.758
C -0.352 -2.333 -3.054
C 0.643 -1.957 -2.245
C 1.954 -1.567 -2.879
C 1.231 -1.431 2.507
C 1.764 -2.591 3.056
C 3.062 -2.623 3.547
C 3.832 -1.469 3.480
C 3.304 -0.304 2.940
C 1.996 -0.245 2.447
C 1.507 1.019 1.818
H -2.329 -1.103 5.636
H -2.226 -0.297 4.060
H -0.763 -0.821 4.868
H -3.034 -3.292 5.599
H -3.242 -5.513 4.549
H -2.200 -5.930 2.332
H -0.983 -4.117 1.201
H -2.770 -1.869 0.363
H -3.431 -2.937 -1.612
H -2.229 -3.231 -3.574
H -0.117 -2.338 -4.114
H 1.985 -1.890 -3.918
H 2.799 -1.996 -2.339
H 2.085 -0.483 -2.857
H 1.156 -3.489 3.102
H 3.465 -3.536 3.968
H 4.848 -1.472 3.857
H 3.918 0.589 2.891
H 2.140 1.859 2.106
H 0.469 1.255 2.064
Cl -2.665 5.233 2.799
C -1.643 4.727 1.431
C -1.937 3.311 0.954
O -2.744 2.593 1.485
O -1.228 2.910 -0.087
H -0.604 4.781 1.743
H -1.793 5.428 0.617
O -0.954 4.916 -1.507
B -0.319 3.698 -0.947
O 0.860 4.202 -0.185
C 1.020 5.484 -0.557
C 2.056 6.339 -0.249
C 1.996 7.651 -0.742
C 0.927 8.075 -1.513
C -0.125 7.201 -1.826
C -0.057 5.914 -1.344
H 2.888 5.997 0.354
H 2.802 8.338 -0.518
H 0.899 9.093 -1.881
H -0.964 7.515 -2.434
*
```

Electronic energy = -88763.99593 eV
Molecular weight = 872.7 u
Frontier orbital gap = 7.0 eV
Relative energy (zero: lowest compared OMol25 entry of this formula, charge and spin) = 65.6 kcal/mol
Highest occupied orbital energy = -4.4949 eV
Largest force on an atom = 1.01 eV/A

Atom charges from the Löwdin analysis, given in e for atoms 1 to 2: atom 1 (Sn): 1.426, atom 2 (O): -0.026



No. 2
This record from the OMol25 dataset describes the molecule C25H31N5O. The level of theory is ωB97M-V/def2-TZVPD.

Structure (ORCA input):
```
! RIJCOSX wB97M-V def2-TZVPD def2/J DEFGRID3
* xyz 0 1
C 1.229 -4.843 2.536
C 0.938 -4.670 1.075
C 1.141 -5.729 0.203
C 0.836 -5.627 -1.143
C 0.309 -4.445 -1.631
C 0.109 -3.375 -0.780
C 0.427 -3.464 0.574
N 0.198 -2.400 1.470
C -0.863 -1.471 1.135
C -1.213 -0.673 2.398
N -0.094 0.051 2.958
C 1.036 -0.832 3.142
H 1.910 -0.257 3.446
C 1.381 -1.681 1.908
H 2.164 -2.395 2.166
H 1.763 -1.040 1.096
H 0.777 -1.517 3.959
C 0.132 1.407 2.507
C 0.735 2.246 3.643
C 0.854 3.704 3.211
C 1.691 3.801 1.938
N 1.103 2.979 0.901
C 0.691 3.557 -0.246
O 0.867 4.748 -0.471
C 0.032 2.728 -1.284
C 0.143 3.007 -2.632
N -0.663 2.128 -3.273
C -0.924 1.952 -4.591
C -1.813 0.994 -4.966
C -2.467 0.210 -3.993
C -2.213 0.374 -2.656
C -1.264 1.349 -2.284
N -0.834 1.702 -1.084
C -2.915 -0.419 -1.602
H -2.519 -1.434 -1.563
H -2.775 0.050 -0.633
H -3.978 -0.486 -1.825
H -3.188 -0.527 -4.312
H -2.029 0.843 -6.011
H -0.407 2.597 -5.284
H 0.731 3.747 -3.134
C 1.007 1.583 1.243
H 0.570 1.042 0.407
H 2.020 1.209 1.443
H 1.728 4.825 1.564
H 2.712 3.452 2.134
H 1.320 4.297 3.999
H -0.139 4.113 3.017
H 0.102 2.155 4.526
H 1.725 1.865 3.901
H -0.853 1.824 2.270
H -2.023 0.024 2.182
H -1.555 -1.380 3.163
H -1.736 -2.044 0.817
H -0.580 -0.772 0.332
H -0.285 -2.452 -1.177
H 0.059 -4.351 -2.678
H 0.999 -6.466 -1.802
H 1.534 -6.658 0.592
H 2.277 -4.637 2.755
H 0.614 -4.163 3.121
H 1.022 -5.867 2.841
*
```

Electronic energy = -35927.01207 eV
SMILES string = Cc1ccccc1N1CCN([C@H]2CCCN(C(=O)c3cn4cccc(C)c4n3)C2)CC1
Molecular weight = 417.6 u
Frontier orbital gap = 8.4 eV
Relative energy (zero: lowest compared OMol25 entry of this formula, charge and spin) = 7.4 kcal/mol
Highest occupied orbital energy = -7.8325 eV
Largest force on an atom = 1.01 eV/A

Atom charges from the natural (NBO) analysis, given in e for atoms 1 to 2: atom 1 (C): -0.640, atom 2 (C): -0.055



Number 2 is which compound?
C25H31N5O